ORCA calculation (the ωB97M-V functional and the def2-TZVPD basis) on a gas-phase ion, C11H16N3O (charge +1) at a distorted geometry.

Geometry (Å):
C  -2.95801  2.11171  -0.00746
C  -2.24489  0.75364  0.10721
N  -0.92288  0.78570  0.38614
C  -0.26826  -0.46818  0.49842
O  0.13643  -0.55836  1.76677
N  0.68330  -0.71249  -0.51371
C  1.99487  -0.28583  -0.37797
C  2.27410  0.75668  0.51190
C  3.53595  1.25877  0.68848
C  4.59537  0.47978  0.13514
C  4.35936  -0.55688  -0.79304
C  3.06548  -0.87836  -1.09119
C  -1.70783  -1.55665  0.06431
N  -2.68569  -0.48984  0.00255
C  -4.01918  -0.83498  -0.45289
H  -2.72556  2.37911  -1.09829
H  -2.49313  2.93329  0.58225
H  -3.98353  2.07731  -0.01589
H  -0.44847  1.65470  0.59179
H  1.14829  -0.55642  1.81907
H  0.53443  -1.71562  -0.79601
H  1.37399  1.14290  1.02480
H  3.61766  1.86855  1.57525
H  5.59571  0.64881  0.39092
H  5.24590  -1.17718  -1.16823
H  2.84018  -1.68569  -1.73053
H  -1.42118  -1.95911  -1.00922
H  -1.93643  -2.35382  0.78536
H  -4.83344  -0.11276  -0.30545
H  -3.97568  -1.18780  -1.55462
H  -4.37683  -1.76099  -0.01588

**LUMO energy**: -2.780 eV
**Structure (SMILES)**: CC1=[NH+][C@](O)(Nc2ccccc2)CN1C
**HOMO**: -11.380 eV
**Largest force on an atom**: 0.0815 hartree/bohr
**Kohn-Sham gap**: 8.6 eV
**Net charge**: +1


ORCA calculation (the ωB97M-V functional and the def2-TZVPD basis) on a gas-phase ion, C5H10BrF3N (charge +1) at a distorted geometry.

Geometry (Å):
C  2.18782  0.50738  -1.19744
C  0.00759  -1.42493  1.24355
C  1.38895  0.50339  0.10349
C  0.31884  -0.58276  0.07051
C  -3.37063  -0.27657  -0.37350
N  0.76273  1.78731  0.35260
F  0.24029  -1.24455  -1.05998
F  -3.02168  -1.52665  -0.53821
F  -4.00608  -0.12833  0.75917
Br  -1.59567  0.85106  -0.14637
H  3.01307  1.21082  -1.11071
H  2.60444  -0.47462  -1.40465
H  1.55915  0.80084  -2.03617
H  -0.88404  -2.02671  1.06879
H  -0.09613  -0.83900  2.15231
H  0.83201  -2.13457  1.37356
H  2.04936  0.21944  0.93886
H  1.08483  2.50911  -0.27900
H  0.82522  2.11044  1.30925
H  -3.90008  0.15891  -1.22606

**LUMO energy**: -5.164 eV
**HOMO**: -13.904 eV
**Largest force on an atom**: 0.0251 hartree/bohr
**Kohn-Sham gap**: 8.7 eV
**Net charge**: +1


ORCA calculation (the ωB97M-V functional and the def2-TZVPD basis) on a gas-phase ion, C7H13N2 (charge +1) at a distorted geometry.

Geometry (Å):
C  0.65714  -0.78416  0.51157
C  -0.58793  -0.36657  0.92798
C  -1.54634  1.10886  -0.62835
C  -2.72939  0.78487  0.27922
C  3.49283  0.52534  -0.27788
C  -2.09698  -1.35780  -0.77208
C  2.97000  -0.90043  -0.49213
N  1.76864  -1.17952  0.28704
N  -1.67346  -0.18829  0.01534
H  -0.67241  0.00156  1.88340
H  -1.59164  1.12515  -1.67127
H  -0.95150  1.87204  -0.21689
H  -2.68575  1.13430  1.35627
H  -3.79423  0.56476  0.04817
H  2.79651  1.39694  -0.63198
H  3.93028  0.63138  0.66530
H  4.34777  0.70617  -0.91282
H  -2.24936  -2.21304  -0.10066
H  -3.11519  -1.22741  -1.24463
H  -1.50544  -1.65062  -1.62566
H  2.76235  -1.10446  -1.51499
H  3.69926  -1.54146  -0.11718

**LUMO energy (spin up / spin down)**: -2.511 / -5.790 eV
**Multiplicity**: 3
**HOMO (spin up / spin down)**: -9.238 / -14.741 eV
**Largest force on an atom**: 0.0788 hartree/bohr
**Kohn-Sham gap (spin up / spin down)**: 6.7 / 9.0 eV
**Net charge**: +1


ORCA calculation (the ωB97M-V functional and the def2-TZVPD basis) on a molecular structure, C6H8CuLiO6 at a distorted geometry.

Geometry (Å):
O  -3.03879  0.40927  0.23559
C  -1.99629  0.45342  -0.54618
C  -2.79386  1.07558  1.49493
O  -1.97151  -0.10765  -1.64429
O  -0.96759  1.02637  -0.00108
C  -1.33186  0.74500  1.80434
H  -3.47198  0.63463  2.23038
H  -2.91726  2.15502  1.35827
H  -1.36020  -0.25146  2.26177
H  -0.98417  1.52825  2.48718
O  2.12681  -0.63131  0.42019
C  1.19012  -0.97476  1.40614
C  2.30699  -1.51134  -0.68617
O  0.75692  0.09276  1.91402
O  1.21945  0.24203  -1.92876
C  2.28967  -0.65512  -1.94640
H  1.48249  -2.23959  -0.69521
H  3.26191  -2.04829  -0.59019
H  2.26280  -1.32520  -2.82320
H  3.22689  -0.07148  -1.99454
Li  1.10844  1.01151  -0.15553
Cu  -0.39900  0.44237  -2.60124

**LUMO energy (spin up / spin down)**: -4.721 / -6.707 eV
**Multiplicity**: 2
**HOMO (spin up / spin down)**: -11.986 / -11.985 eV
**Largest force on an atom**: 0.1351 hartree/bohr
**Kohn-Sham gap (spin up / spin down)**: 7.3 / 5.3 eV
**Net charge**: +1


ORCA calculation (the ωB97M-V functional and the def2-TZVPD basis) on C3H6N2O in the gas phase.

Geometry (Å):
C  -1.45896  0.36310  1.39873
N  -0.28268  0.10944  0.61482
C  -0.35224  0.00484  -0.63731
N  0.81476  -0.19389  -1.39070
C  2.04043  -0.23497  -0.69077
O  2.49486  0.68666  -0.07359
H  -1.52665  -0.41048  2.17062
H  -2.40164  0.38441  0.82902
H  -1.33224  1.32069  1.91448
H  -1.27428  0.03802  -1.23584
H  0.73176  -0.85301  -2.15479
H  2.54686  -1.21482  -0.74467

**LUMO energy**: 0.856 eV
**Structure (SMILES)**: C/N=C/NC=O
**HOMO**: -9.427 eV
**Largest force on an atom**: 0.0106 hartree/bohr
**Kohn-Sham gap**: 10.3 eV


ORCA calculation (the ωB97M-V functional and the def2-TZVPD basis) on C3H3FO2 in the gas phase at a distorted geometry.

Geometry (Å):
O  -0.74528  -0.35135  2.05748
C  -0.31609  0.74959  1.51310
O  -0.09926  0.96891  0.19284
C  0.15458  -0.26853  -0.37428
C  0.13902  -0.63733  -1.62970
F  -0.02368  0.37218  -2.52840
H  -0.17825  1.70610  2.12522
H  0.39985  -0.89161  0.64289
H  0.66911  -1.64796  -1.99915

**LUMO energy**: 0.548 eV
**Structure (SMILES)**: O=CO/C=C\F
**HOMO**: -9.957 eV
**Largest force on an atom**: 0.1289 hartree/bohr
**Kohn-Sham gap**: 10.5 eV


ORCA calculation (the ωB97M-V functional and the def2-TZVPD basis) on a molecular structure, C4H10NS at a distorted geometry.

Geometry (Å):
C  -0.45811  1.34019  -0.73624
C  0.60417  1.88077  0.04173
C  -0.53720  0.10886  1.49527
C  0.22697  -2.30997  -0.90973
N  0.15791  0.56129  0.30780
S  1.40170  -1.11431  -0.40939
H  -1.42013  1.60916  -0.62667
H  -0.02540  1.19540  -1.77395
H  1.50297  1.98189  -0.59396
H  0.65865  2.69688  0.78235
H  -0.69779  0.99111  2.13376
H  -1.50427  -0.49892  1.18509
H  0.17008  -0.57192  2.11007
H  0.79190  -3.09866  -1.44751
H  -0.58419  -1.95822  -1.59733
H  -0.28727  -2.81356  0.03872

**LUMO energy (spin up / spin down)**: -2.758 / -7.237 eV
**Multiplicity**: 3
**HOMO (spin up / spin down)**: -12.686 / -14.871 eV
**Largest force on an atom**: 0.0826 hartree/bohr
**Kohn-Sham gap (spin up / spin down)**: 9.9 / 7.6 eV
**Net charge**: +1


ORCA calculation (the ωB97M-V functional and the def2-TZVPD basis) on 11 unconnected molecules or ions with the total composition C15H48ClF10NO15P2S3 at a distorted geometry.

Geometry (Å):
C  0.11800  1.88069  6.51466
C  0.87775  2.65479  5.24733
S  2.12742  1.49618  4.38158
C  1.50969  1.15735  2.65056
P  0.89583  -0.60904  2.29423
C  1.21321  -0.27526  0.43463
C  0.42661  0.97341  -0.23530
C  -0.65618  0.51669  -1.42650
C  -0.26172  1.03199  -2.91724
C  -0.31988  -0.07941  -4.11860
F  -1.32161  0.47968  -5.10804
F  -0.94144  -1.39223  -3.71258
C  1.06231  -0.23888  -4.98169
F  1.75709  1.05642  -5.26093
F  0.64305  -0.75303  -6.34004
S  2.32874  -1.42881  -4.33019
F  3.38506  -0.05905  -4.07103
F  2.97653  -1.52969  -5.94967
F  1.41709  -2.83142  -4.69412
F  1.80775  -1.34165  -2.70680
F  3.59912  -2.46276  -3.80501
C  -0.74572  -0.18774  3.22041
C  -1.88761  0.52784  2.29378
C  -3.27595  0.63882  3.22110
C  -3.10848  2.04505  4.10196
S  -3.54362  3.59136  3.08266
O  -4.31836  4.65602  3.90149
O  -4.25409  3.13623  1.78293
Cl  -1.73790  4.53031  2.46593
C  2.40724  -1.43576  3.20968
C  2.05883  -1.95451  4.72165
O  3.02225  -2.69354  5.34039
F  0.81750  -1.73256  5.49091
P  0.01974  -2.58039  1.85403
N  0.99604  -3.53779  0.93935
O  -0.32529  -3.53703  3.28952
O  -1.49673  -2.48680  0.96473
H  -0.83708  1.28694  6.18840
H  0.93002  1.12390  6.93537
H  -0.13377  2.61511  7.40056
H  1.47035  3.55497  5.71580
H  0.10281  3.11764  4.47914
H  0.58079  1.89669  2.50414
H  2.36557  1.47871  1.90710
H  2.38255  -0.04374  0.34104
H  1.03569  -1.21022  -0.26953
H  1.24128  1.64468  -0.79315
H  -0.14862  1.69321  0.47374
H  -0.80326  -0.63209  -1.28662
H  -1.69648  1.02604  -1.14057
H  -0.99480  1.93556  -3.17395
H  0.82107  1.50712  -2.92495
H  -0.57646  0.53756  4.15434
H  -1.26859  -1.15096  3.69722
H  -1.55415  1.66328  2.13792
H  -2.07444  0.03551  1.24923
H  -3.25595  -0.24411  4.01853
H  -4.23724  0.63279  2.55109
H  -3.72261  2.00535  5.11723
H  -1.96404  2.19925  4.40304
H  3.38512  -0.76361  3.13795
H  2.71238  -2.41660  2.61786
H  1.86069  -3.01072  0.72227
H  -1.14131  -4.10327  3.09529
H  -1.23832  -2.69719  0.00331
O  -2.60207  2.91285  -5.50649
H  -3.14790  3.43520  -6.11332
H  -1.89596  2.56214  -6.06987
O  3.95019  -4.76840  1.03413
H  3.32858  -5.38132  0.61347
H  4.55287  -5.34680  1.52528
O  -0.86526  4.16352  -1.09158
H  -1.52401  4.22790  -0.38383
H  -1.00152  4.96943  -1.61208
O  5.02424  -4.10288  -6.14175
H  4.34200  -3.74155  -5.55609
H  5.85338  -3.76388  -5.77216
O  -1.89703  -5.76626  1.89133
H  -2.44285  -5.24391  1.28450
H  -1.19091  -6.11696  1.32795
O  4.13277  2.64411  -4.89861
H  3.74800  2.35957  -5.74123
H  4.02736  1.87319  -4.32107
O  -5.83039  0.28034  4.95235
H  -6.47126  0.40798  5.66789
H  -6.38041  0.10345  4.17441
O  7.74805  -4.06712  -7.64899
H  6.84795  -4.31875  -7.39305
H  7.92116  -4.59372  -8.44380
O  -3.95726  0.72794  -6.78536
H  -3.28371  0.66925  -6.09117
H  -3.44684  0.70895  -7.60882
O  -5.15532  4.98910  -0.35328
H  -4.78396  4.39129  0.31285
H  -6.11334  4.87809  -0.25920

**LUMO energy**: -3.169 eV
**Structure (SMILES)**: CCSCP(CCCCC(F)(F)C(F)(F)S(F)(F)(F)(F)F)(CCCCS(=O)(=O)Cl)(CC(=O)F)P(=N)(O)O.O.O.O.O.O.O.O.O.O.O
**HOMO**: -8.614 eV
**Largest force on an atom**: 0.1947 hartree/bohr
**Kohn-Sham gap**: 5.4 eV


ORCA calculation (the ωB97M-V functional and the def2-TZVPD basis) on 2 unconnected molecules or ions with the total composition CH4O2S.

Geometry (Å):
O  -1.20852  -0.10361  1.63172
C  -1.43189  -0.41398  0.50588
O  -1.45070  0.43934  -0.55338
H  -1.66713  -1.42670  0.18222
H  -0.68492  1.03306  -0.54780
S  2.42523  0.65263  -0.13053
H  1.66371  0.47325  -1.22002
H  2.35423  -0.65399  0.13191

**LUMO energy**: 0.553 eV
**Structure (SMILES)**: O=CO.S
**HOMO**: -10.176 eV
**Largest force on an atom**: 0.0150 hartree/bohr
**Kohn-Sham gap**: 10.7 eV


ORCA calculation (the ωB97M-V functional and the def2-TZVPD basis) on C15H16N2O in the gas phase at a distorted geometry.

Geometry (Å):
C  4.71017  1.53466  0.01346
N  4.24099  0.17040  -0.00176
C  5.20936  -0.89880  -0.00870
C  2.90856  -0.10288  -0.00057
C  1.94595  0.92556  0.00378
C  0.60195  0.65295  0.00496
C  0.11996  -0.66644  0.00218
C  -1.25403  -1.04436  0.00450
C  -2.40904  -0.31125  0.00652
C  -2.41611  1.09047  0.00707
N  -2.39559  2.24188  0.00838
C  -3.67211  -1.09754  0.00859
O  -3.62482  -2.31659  0.01946
C  -4.99986  -0.43951  -0.00361
C  -5.32930  0.83729  0.73156
C  -5.31875  0.83018  -0.75528
C  1.08394  -1.69150  -0.00266
C  2.42835  -1.42730  -0.00419
H  4.36896  2.07871  -0.87197
H  4.35892  2.06221  0.90489
H  5.79703  1.54600  0.01977
H  5.10933  -1.52821  0.88054
H  5.09562  -1.52717  -0.89677
H  6.21293  -0.48149  -0.01659
H  2.25460  1.95750  0.00579
H  -0.09189  1.47630  0.00834
H  -1.43076  -2.11666  0.00445
H  -5.77784  -1.19686  -0.00499
H  -6.27875  0.87006  1.24460
H  -4.53628  1.35128  1.25032
H  -6.26079  0.85822  -1.28210
H  -4.51830  1.33925  -1.26750
H  0.75139  -2.71985  -0.00503
H  3.11625  -2.25650  -0.00742

**LUMO energy**: -0.417 eV
**Structure (SMILES)**: CN(C)c1ccc(/C=C(\C#N)C(=O)C2CC2)cc1
**HOMO**: -7.826 eV
**Largest force on an atom**: 0.0287 hartree/bohr
**Kohn-Sham gap**: 7.4 eV


ORCA calculation (the ωB97M-V functional and the def2-TZVPD basis) on a molecular structure, C33H26BrClINO3PPd.

Geometry (Å):
Pd  -0.00218  0.32512  0.05469
C  -3.38840  -5.81156  -0.66057
C  -2.53794  -5.38829  0.35245
C  -2.02396  -4.10074  0.33096
C  -2.34638  -3.22717  -0.70844
C  -3.21547  -3.64894  -1.70965
C  -3.73294  -4.93828  -1.68289
P  -1.50347  -1.60056  -0.72679
C  -2.42817  -0.64855  -1.98721
C  -3.68844  -0.17803  -1.61061
C  -4.40765  0.65604  -2.45235
C  -3.87334  1.02634  -3.68103
C  -2.62567  0.55767  -4.06060
C  -1.89960  -0.27025  -3.21407
C  0.11425  -1.96835  -1.47375
C  0.49925  -3.05043  -2.25395
C  1.83120  -3.16478  -2.63002
C  2.75514  -2.22185  -2.19399
C  2.37036  -1.15883  -1.38190
C  1.04079  -1.01884  -1.00829
H  -3.78612  -6.81906  -0.65261
H  -2.27577  -6.06320  1.15817
H  -1.36353  -3.76183  1.12236
H  -3.48511  -2.97430  -2.51196
H  -4.40202  -5.26208  -2.47094
H  -4.10222  -0.46087  -0.64765
H  -5.37455  1.03093  -2.14027
H  -4.42829  1.69212  -4.33117
H  -2.20251  0.85397  -5.01306
H  -0.91155  -0.60858  -3.50182
H  -0.22771  -3.79486  -2.56086
H  2.15277  -3.99165  -3.25178
H  3.79542  -2.32015  -2.48290
H  3.11939  -0.46086  -1.02963
Br  4.97532  4.68233  0.75348
C  3.56606  3.41732  0.52469
C  3.24753  2.98930  -0.75294
C  2.22971  2.05764  -0.91597
C  1.55618  1.56378  0.18890
C  1.86778  2.02036  1.45886
C  2.88483  2.95385  1.63499
H  3.77971  3.37966  -1.61039
H  1.96150  1.73185  -1.91211
H  1.31778  1.64780  2.31418
H  3.13527  3.31752  2.62256
Cl  -5.86545  6.56800  -0.69889
C  -4.59882  5.37168  -0.58247
C  -4.49668  4.59989  0.56299
C  -3.48808  3.65018  0.64558
C  -2.60211  3.47967  -0.41216
C  -2.72076  4.26262  -1.55336
C  -3.71973  5.21898  -1.64388
C  -1.53902  2.42729  -0.32440
O  -0.84827  2.15239  -1.33608
O  -1.39279  1.82650  0.78048
H  -5.19376  4.73575  1.37883
H  -3.38310  3.03089  1.53091
H  -2.02187  4.10254  -2.36469
H  -3.82223  5.83852  -2.52491
N  -0.89044  -1.24594  4.19421
C  -1.08649  -0.72114  2.92813
O  -0.06432  -0.38980  2.28202
C  -2.43787  -0.62530  2.49571
I  -3.56019  1.35206  4.23536
H  0.02742  -1.05081  4.56229
H  -1.64024  -1.02830  4.83780
H  -3.17692  -1.29175  2.91066
H  -2.66808  -0.09112  1.58905

**LUMO energy (spin up / spin down)**: 2.394 / 1.541 eV
**Multiplicity**: 3
**HOMO (spin up / spin down)**: -3.955 / -5.042 eV
**Largest force on an atom**: 0.0156 hartree/bohr
**Kohn-Sham gap (spin up / spin down)**: 6.3 / 6.6 eV
**Net charge**: -1


ORCA calculation (the ωB97M-V functional and the def2-TZVPD basis) on a molecular structure, AgFH12O6 at a distorted geometry.

Geometry (Å):
Ag  -0.01495  -2.40299  1.52708
F  0.20497  -0.67169  0.20928
O  -3.49706  0.01587  -0.32589
H  -2.73240  0.08180  -0.91430
H  -3.16013  -0.19088  0.55398
O  2.30630  -2.00367  -1.48105
H  1.98956  -1.53281  -0.69983
H  2.03905  -2.92326  -1.37098
O  2.05458  0.68176  1.78957
H  1.76941  0.38288  2.67466
H  1.48494  0.18034  1.14546
O  -0.88207  0.05337  -2.36582
H  -0.76509  -0.13407  -1.42400
H  -0.72809  -0.79288  -2.80237
O  1.26328  2.08046  -0.89540
H  0.44509  1.53080  -1.06428
H  1.04202  2.68634  -0.14701
O  -1.15183  0.79810  2.11612
H  -1.09096  1.75834  2.03690
H  -0.57663  0.40218  1.43788

**LUMO energy (spin up / spin down)**: -5.955 / -11.319 eV
**Multiplicity**: 2
**HOMO (spin up / spin down)**: -15.149 / -14.438 eV
**Largest force on an atom**: 0.0241 hartree/bohr
**Kohn-Sham gap (spin up / spin down)**: 9.2 / 3.1 eV
**Net charge**: +1